No. 1
{
  "formula": "C18H42InN6O6",
  "method": "ωB97M-V with the def2-TZVPD basis set",
  "charge": 3,
  "lumo_energy_ev": -14.16,
  "relative_energy_kj_mol": 237.5,
  "gap_ev": 3.2210,
  "elements": ["In", "C", "C", "O", "N", "C", "H", "H", "H", "H", "H", "H", "H", "C", "C", "O", "N", "C", "H", "H", "H", "H", "H", "H", "H", "C", "C", "O", "N", "C", "H", "H", "H", "H", "H", "H", "H", "C", "C", "O", "N", "C", "H", "H", "H", "H", "H", "H", "H", "C", "C", "O", "N", "C", "H", "H", "H", "H", "H", "H", "H", "C", "C", "O", "N", "C", "H", "H", "H", "H", "H", "H", "H"],
  "coordinates": [[1.49, -0.39, 0.64], [-1.76, -1.07, 4.10], [-1.54, 0.20, 3.29], [-0.51, 0.43, 2.69], [-2.62, 1.03, 3.27], [-2.71, 2.31, 2.59], [-2.15, -1.87, 3.47], [-2.55, -0.98, 4.85], [-0.83, -1.42, 4.54], [-3.41, 0.70, 3.80], [-2.11, 2.36, 1.69], [-2.53, 3.17, 3.24], [-3.75, 2.34, 2.24], [2.37, 2.26, -3.87], [2.64, 1.06, -3.00], [2.36, 1.04, -1.84], [3.19, -0.06, -3.54], [3.46, -0.16, -4.96], [3.17, 2.48, -4.57], [2.14, 3.11, -3.22], [1.52, 2.09, -4.52], [3.25, -0.81, -2.87], [4.34, 0.44, -5.20], [2.67, 0.18, -5.62], [3.71, -1.15, -5.33], [2.10, 0.81, 5.31], [2.86, 1.20, 4.15], [2.70, 0.56, 3.13], [3.66, 2.24, 4.21], [4.45, 2.66, 3.10], [1.06, 0.75, 5.00], [2.16, 1.57, 6.09], [2.55, -0.11, 5.68], [3.60, 2.83, 5.03], [4.93, 1.81, 2.63], [5.26, 3.34, 3.37], [3.80, 3.13, 2.36], [-2.83, -2.82, -0.41], [-1.65, -2.91, 0.52], [-1.02, -1.86, 0.80], [-1.39, -4.11, 1.07], [-0.56, -4.44, 2.10], [-2.70, -2.07, -1.18], [-3.59, -2.60, 0.35], [-3.08, -3.75, -0.93], [-2.05, -4.77, 0.68], [-0.80, -5.44, 2.47], [-0.49, -3.70, 2.90], [0.47, -4.45, 1.74], [0.78, -3.30, -3.13], [0.15, -1.98, -2.91], [0.34, -1.41, -1.85], [-0.64, -1.50, -3.86], [-1.23, -0.18, -3.80], [0.40, -4.08, -2.47], [1.87, -3.26, -3.04], [0.61, -3.59, -4.16], [-0.64, -1.92, -4.78], [-1.90, 0.00, -4.64], [-0.59, 0.70, -3.75], [-1.89, -0.06, -2.94], [-0.80, 3.24, -1.53], [-1.49, 2.05, -0.93], [-0.80, 1.13, -0.43], [-2.83, 2.06, -0.86], [-3.72, 1.02, -0.36], [0.27, 3.09, -1.65], [-0.97, 4.11, -0.90], [-1.23, 3.52, -2.49], [-3.24, 2.98, -0.98], [-4.58, 1.52, 0.08], [-3.11, 0.51, 0.39], [-4.03, 0.22, -1.04]]
}

***

No. 2
{
  "formula": "C18H42N6O6",
  "method": "ωB97M-V with the def2-TZVPD basis set",
  "smiles": "CN(C)C=O.CN(C)C=O.CN(C)C=O.CN(C)C=O.CN(C)C=O.CN(C)C=O",
  "charge": 0,
  "lumo_energy_ev": 0.61,
  "relative_energy_kj_mol": 408.6,
  "gap_ev": 9.5328,
  "elements": ["C", "N", "C", "C", "O", "H", "H", "H", "H", "H", "H", "H", "C", "N", "C", "C", "O", "H", "H", "H", "H", "H", "H", "H", "C", "N", "C", "C", "O", "H", "H", "H", "H", "H", "H", "H", "C", "N", "C", "C", "O", "H", "H", "H", "H", "H", "H", "H", "C", "N", "C", "C", "O", "H", "H", "H", "H", "H", "H", "H", "C", "N", "C", "C", "O", "H", "H", "H", "H", "H", "H", "H"],
  "coordinates": [[-2.56, -2.92, -3.19], [-1.29, -3.67, -3.12], [-0.67, -4.19, -4.36], [-0.73, -3.79, -1.92], [0.39, -4.23, -1.70], [-2.57, -2.13, -3.94], [-2.77, -2.51, -2.18], [-3.36, -3.67, -3.38], [0.34, -4.46, -4.00], [-1.18, -5.13, -4.71], [-0.71, -3.36, -5.13], [-1.26, -3.17, -1.11], [1.23, 0.37, -3.91], [-0.09, 0.00, -4.29], [-1.14, 0.42, -3.40], [-0.46, -0.50, -5.49], [-1.61, -0.80, -5.77], [1.44, 0.15, -2.92], [1.33, 1.49, -3.87], [2.07, 0.02, -4.49], [-1.04, -0.07, -2.40], [-1.08, 1.46, -3.28], [-2.05, 0.21, -3.89], [0.46, -0.50, -6.09], [1.53, 4.71, 0.99], [1.16, 3.93, -0.17], [-0.24, 3.61, -0.42], [2.13, 3.34, -0.89], [2.01, 2.75, -1.96], [0.69, 5.01, 1.62], [2.05, 5.61, 0.66], [2.22, 4.10, 1.66], [-0.34, 2.97, -1.32], [-0.65, 3.10, 0.49], [-0.84, 4.49, -0.59], [3.13, 3.47, -0.47], [-0.60, 2.63, 6.00], [0.39, 2.02, 5.03], [1.07, 0.87, 5.60], [0.26, 2.19, 3.70], [-0.54, 2.95, 3.19], [-1.57, 2.29, 6.14], [-0.67, 3.70, 5.81], [-0.02, 2.51, 6.93], [1.92, 1.19, 6.19], [0.40, 0.33, 6.26], [1.45, 0.12, 4.90], [0.91, 1.42, 3.09], [3.30, -2.19, 0.94], [2.53, -1.13, 0.40], [3.19, 0.13, -0.03], [1.20, -1.27, 0.24], [0.39, -0.49, -0.19], [4.08, -2.54, 0.24], [2.60, -2.93, 1.27], [3.88, -1.85, 1.82], [3.92, -0.11, -0.90], [2.49, 0.78, -0.51], [3.70, 0.59, 0.76], [0.71, -2.17, 0.62], [-2.90, -2.14, 2.72], [-2.43, -1.13, 1.83], [-3.00, -1.11, 0.44], [-1.53, -0.25, 2.29], [-1.05, -0.36, 3.41], [-3.29, -1.67, 3.61], [-2.12, -2.86, 3.02], [-3.72, -2.71, 2.22], [-2.82, -2.15, 0.03], [-4.01, -0.87, 0.54], [-2.43, -0.43, -0.11], [-1.23, 0.54, 1.46]]
}

***

No. 3
{
  "formula": "C18H44ClFP2Ru",
  "method": "ωB97M-V with the def2-TZVPD basis set",
  "spin_multiplicity": 5,
  "s2": 6.014,
  "charge": 0,
  "lumo_energy_ev": [0.74, -1.77],
  "relative_energy_kj_mol": 0.0,
  "gap_ev": [6.3140, 6.6745],
  "elements": ["Ru", "P", "C", "C", "C", "C", "H", "C", "H", "H", "H", "H", "H", "H", "H", "C", "C", "H", "H", "H", "H", "H", "H", "C", "H", "C", "H", "H", "H", "H", "H", "H", "Cl", "H", "H", "P", "C", "C", "C", "C", "H", "C", "H", "H", "H", "H", "H", "H", "H", "C", "C", "H", "H", "H", "H", "H", "H", "C", "H", "C", "H", "H", "H", "H", "H", "H", "F"],
  "coordinates": [[-0.19, -0.33, 0.07], [1.99, -1.30, -0.59], [2.23, -2.61, -1.94], [3.39, -0.11, -0.96], [2.64, -2.34, 0.88], [1.08, -2.50, -2.95], [2.08, -3.53, -1.35], [3.58, -2.67, -2.63], [3.77, -1.83, -3.31], [3.61, -3.57, -3.26], [4.41, -2.79, -1.94], [0.09, -2.64, -2.45], [1.23, -3.28, -3.72], [1.12, -1.52, -3.44], [1.81, -3.05, 0.99], [2.76, -1.50, 2.15], [3.95, -3.10, 0.60], [3.85, -3.94, -0.08], [4.35, -3.49, 1.54], [4.73, -2.44, 0.20], [1.97, -0.76, 2.25], [3.72, -1.00, 2.18], [2.61, -2.11, 3.03], [3.04, 0.72, -2.20], [4.25, -0.75, -1.17], [3.75, 0.78, 0.22], [3.07, 0.13, -3.12], [3.74, 1.56, -2.32], [2.05, 1.19, -2.07], [2.84, 0.99, 0.77], [4.20, 1.73, -0.10], [4.52, 0.32, 0.86], [0.44, 1.89, -0.58], [-0.59, -0.64, -1.38], [-0.04, -1.90, -0.09], [-2.09, 0.93, 0.55], [-3.07, 0.04, 1.85], [-2.45, 2.71, 1.03], [-3.18, 0.72, -0.94], [-2.20, -0.33, 3.04], [-3.33, -0.89, 1.32], [-4.33, 0.72, 2.38], [-4.13, 1.50, 3.13], [-4.87, -0.06, 2.93], [-5.02, 1.07, 1.61], [-1.23, -0.76, 2.76], [-2.73, -1.07, 3.65], [-2.02, 0.54, 3.69], [-3.14, -0.37, -1.08], [-2.55, 1.34, -2.18], [-4.62, 1.19, -0.76], [-5.22, 0.47, -0.19], [-5.08, 1.29, -1.74], [-4.69, 2.18, -0.31], [-1.52, 0.97, -2.34], [-2.56, 2.44, -2.13], [-3.18, 1.10, -3.05], [-1.77, 3.13, 2.33], [-3.52, 2.65, 1.22], [-2.27, 3.80, -0.02], [-2.09, 2.51, 3.19], [-2.04, 4.18, 2.53], [-0.68, 3.13, 2.23], [-1.27, 3.78, -0.45], [-2.34, 4.78, 0.49], [-3.06, 3.77, -0.79], [0.20, -1.08, 1.90]]
}